Molecular formula: C12H22O3
Method: DFT, ωB97M-V/def2-TZVPD

Computed properties:
- Energy: -18939.1696 eV
- SMILES string: CC(C)(C)[C@@]12CC[C@@](C(C)(C)C)(OO1)O2
- HOMO: -0.336 hartree
- Orbital gap: 9.9 eV
- Energy above the lowest of the compared OMol25 structures with the same formula, charge and spin: 3.401 eV

```
37
C12H22O3, DFT ωB97M-V/def2-TZVPD
O -0.18 -0.91 1.65
O -1.00 -1.42 0.58
O 0.27 0.04 -0.28
C 2.66 -0.84 1.54
C 1.94 0.85 3.06
C 2.53 1.50 0.69
C -1.24 0.44 -2.81
C -3.08 -1.21 -1.87
C -0.67 -1.86 -2.22
C -0.61 1.42 1.20
C -1.77 0.73 0.39
C 0.45 0.30 1.09
C -1.14 -0.36 -0.38
C 1.90 0.49 1.61
C -1.56 -0.72 -1.83
H 2.49 -1.29 0.53
H 3.73 -0.72 1.69
H 2.43 -1.60 2.33
H 1.18 0.18 3.48
H 1.76 1.90 3.13
H 2.85 0.66 3.51
H 3.58 1.72 1.01
H 1.93 2.40 0.74
H 2.66 1.21 -0.33
H -1.23 0.09 -3.85
H -0.28 0.86 -2.73
H -1.89 1.30 -2.95
H -3.83 -0.46 -1.48
H -3.16 -2.19 -1.34
H -3.56 -1.60 -2.85
H -1.00 -2.23 -3.18
H 0.40 -1.57 -2.45
H -0.66 -2.70 -1.48
H -0.83 1.48 2.19
H -0.34 2.42 0.92
H -2.60 0.28 0.97
H -2.14 1.43 -0.29
```

Mulliken population analysis, charges in e, atoms 1 to 6: -0.4679 -0.4303 -0.5371 -1.6570 -2.0376 -1.8443